This record from the OMol25 dataset describes a single C18H16N2O3S molecule. The level of theory is wB97M-V/def2-TZVPD.

The geometry in ORCA input format:
```
! wB97M-V def2-TZVPD RIJCOSX def2/J DEFGRID3
* xyz 0 1
C -1.395 -3.310 1.969
O -1.256 -2.911 0.610
C -0.017 -2.960 0.111
O 0.948 -3.316 0.728
C -0.029 -2.602 -1.363
S 1.527 -1.792 -1.808
C 1.531 -0.555 -0.579
N 0.483 -0.493 0.206
C 0.471 0.452 1.163
C -0.787 0.572 1.989
O -1.611 1.613 1.505
C -2.291 1.451 0.333
C -2.464 0.248 -0.340
C -3.206 0.214 -1.509
C -3.780 1.363 -2.019
C -3.614 2.563 -1.345
C -2.876 2.610 -0.180
N 1.430 1.296 1.410
C 2.527 1.256 0.624
C 3.588 2.151 0.856
C 4.695 2.117 0.051
C 4.794 1.199 -1.006
C 3.779 0.314 -1.254
C 2.634 0.325 -0.444
H -2.406 -3.041 2.265
H -0.656 -2.800 2.591
H -1.246 -4.388 2.060
H -0.075 -3.513 -1.961
H -0.867 -1.949 -1.598
H -0.515 0.883 3.000
H -1.321 -0.382 2.019
H -2.029 -0.664 0.035
H -3.337 -0.728 -2.023
H -4.354 1.326 -2.933
H -4.060 3.468 -1.731
H -2.736 3.534 0.358
H 3.493 2.850 1.671
H 5.510 2.805 0.227
H 5.679 1.195 -1.623
H 3.837 -0.403 -2.061
*
```

- HOMO-LUMO gap: 8.2491 eV
- Energy: -1428.9593 Eh
- HOMO level: -0.30904 hartree
- Structure (SMILES): COC(=O)CSc1nc(COc2ccccc2)nc2ccccc12
- LUMO: -0.2 eV

=====

This record from the OMol25 dataset describes C42H40O2PtSb2 as an isolated structure at a distorted geometry. The level of theory is wB97M-V/def2-TZVPD.

The geometry in ORCA input format:
```
! wB97M-V def2-TZVPD RIJCOSX def2/J DEFGRID3
* xyz 0 1
Pt 0.476 0.239 0.581
C 0.680 -1.771 -3.545
C -0.594 -1.948 -4.392
C -1.722 -2.610 -3.602
Sb -2.170 -1.571 -1.763
C -3.486 -3.122 -1.069
C -4.842 -3.181 -1.395
C -5.638 -4.217 -0.918
C -5.090 -5.204 -0.110
C -3.746 -5.155 0.224
C -2.952 -4.117 -0.247
C -3.757 -0.328 -2.494
C -4.492 0.405 -1.561
C -5.575 1.178 -1.952
C -5.934 1.242 -3.292
C -5.203 0.531 -4.233
C -4.123 -0.250 -3.834
Sb 0.985 0.024 -2.377
C -0.667 1.300 -2.848
C -1.100 1.624 -4.134
C -2.111 2.559 -4.316
C -2.671 3.206 -3.222
C -2.210 2.930 -1.942
C -1.211 1.984 -1.766
C 2.217 1.108 -3.748
C 2.452 0.698 -5.057
C 3.185 1.501 -5.924
C 3.694 2.715 -5.488
C 3.466 3.130 -4.183
C 2.733 2.330 -3.319
H 1.573 -1.820 -4.169
H 0.767 -2.594 -2.833
H -0.341 -2.582 -5.248
H -0.928 -0.997 -4.809
H -1.396 -3.601 -3.273
H -2.624 -2.758 -4.195
H -5.283 -2.418 -2.022
H -6.688 -4.252 -1.178
H -5.712 -6.009 0.261
H -3.316 -5.919 0.859
H -1.907 -4.079 0.041
H -4.215 0.374 -0.512
H -6.137 1.735 -1.212
H -6.779 1.843 -3.601
H -5.473 0.581 -5.280
H -3.568 -0.799 -4.585
H -0.652 1.154 -5.000
H -2.461 2.786 -5.315
H -3.458 3.934 -3.370
H -2.623 3.450 -1.088
H -0.807 1.768 -0.785
H 2.058 -0.241 -5.424
H 3.357 1.173 -6.941
H 4.265 3.337 -6.164
H 3.861 4.076 -3.837
H 2.558 2.671 -2.305
C -3.652 -0.706 2.167
C -2.214 -0.247 2.084
O -1.653 -0.360 0.991
C -1.566 0.309 3.256
C -2.348 0.840 4.299
C -1.771 1.408 5.407
C -0.375 1.429 5.501
C 0.413 0.891 4.512
C -0.155 0.317 3.361
O 0.646 -0.274 2.492
H -3.899 -1.284 1.278
H -4.315 0.160 2.220
H -3.823 -1.306 3.059
H -3.425 0.817 4.220
H -2.385 1.830 6.191
H 0.097 1.878 6.366
H 1.490 0.904 4.582
C 2.317 1.085 0.606
C 2.605 1.828 1.878
C 1.919 3.000 2.190
C 2.199 3.712 3.348
C 3.177 3.262 4.225
C 3.863 2.091 3.932
C 3.575 1.383 2.772
H 3.081 0.323 0.427
H 2.359 1.789 -0.230
H 1.152 3.356 1.509
H 1.651 4.620 3.567
H 3.401 3.816 5.127
H 4.626 1.727 4.608
H 4.112 0.468 2.552
*
```

- HOMO-LUMO gap: 7.6443 eV
- Energy: -2374.6532 Eh
- HOMO level: -0.28292 hartree
- LUMO: -0.1 eV

=====

This record from the OMol25 dataset describes C27H38GdN4O8S6 as an isolated structure at a distorted geometry. The level of theory is wB97M-V/def2-TZVPD.

The geometry in ORCA input format:
```
! wB97M-V def2-TZVPD RIJCOSX def2/J DEFGRID3
* xyz -1 8
Gd 0.549 0.560 -0.269
C -1.997 -1.278 -3.564
C -0.669 -1.872 -4.035
N 0.451 -1.579 -3.167
C 1.434 -2.626 -3.022
C 1.194 -3.606 -1.834
S -0.097 -3.192 -0.639
C -1.572 -3.815 -1.496
C -2.697 -2.799 -1.761
N -2.263 -1.492 -2.162
H -2.790 -1.716 -4.197
H -2.003 -0.203 -3.744
H -0.489 -1.552 -5.072
H -0.781 -2.960 -4.075
H 0.877 -0.678 -3.339
H 2.408 -2.161 -2.891
H 1.486 -3.240 -3.933
H 2.098 -3.674 -1.229
H 0.974 -4.609 -2.202
H -1.982 -4.639 -0.909
H -1.230 -4.239 -2.439
H -3.303 -2.696 -0.855
H -3.363 -3.262 -2.513
H -2.819 -0.743 -1.778
N -1.574 -0.664 0.990
C -1.090 -1.162 2.217
C -1.358 -2.415 2.695
C -0.789 -2.856 3.912
C 0.019 -2.034 4.644
C 0.321 -0.737 4.162
C 1.156 0.183 4.846
C 1.397 1.403 4.300
C 0.847 1.717 3.033
N 0.073 0.895 2.371
C -0.214 -0.312 2.941
H -2.141 -1.337 0.492
H -2.085 0.221 1.081
H -2.005 -3.076 2.130
H -1.013 -3.853 4.266
H 0.447 -2.362 5.582
H 1.592 -0.103 5.796
H 2.023 2.134 4.792
H 1.057 2.664 2.550
O 2.472 -0.274 1.456
S 3.084 -1.008 0.360
O 3.602 -2.308 0.684
O 2.126 -1.011 -0.777
C 4.480 -0.086 -0.290
C 5.729 -0.572 0.069
C 6.884 0.001 -0.444
C 6.797 1.050 -1.337
C 5.555 1.556 -1.695
C 4.392 1.002 -1.183
S 2.880 1.894 -1.548
O 3.271 3.148 -2.113
O 2.267 1.972 -0.193
O 1.992 1.084 -2.389
H 5.778 -1.423 0.733
H 7.851 -0.387 -0.151
H 7.695 1.496 -1.744
H 5.470 2.405 -2.358
C -5.250 0.833 1.511
S -3.769 1.841 1.668
C -3.448 1.580 3.419
H -6.050 1.216 2.145
H -5.053 -0.209 1.775
H -5.574 0.877 0.472
H -3.389 0.513 3.641
H -4.216 2.048 4.035
H -2.494 2.061 3.638
C -0.821 2.503 -2.811
C -1.253 1.545 -1.712
O -2.443 1.376 -1.466
H -0.175 1.989 -3.525
H -0.229 3.304 -2.366
H -1.705 2.921 -3.308
C -2.773 4.812 -0.307
O -2.487 4.971 1.074
C -1.342 4.428 1.559
S -1.121 4.586 3.228
S -0.224 3.678 0.518
H -3.714 5.341 -0.451
H -2.886 3.760 -0.569
H -1.990 5.250 -0.928
*
```

- HOMO-LUMO gap (spin up / spin down): 6.3349 / 6.3537 eV
- Energy: -5027.5564 Eh
- HOMO level (spin up / spin down): -0.15256 / -0.15309 hartree
- <S²>: 16.0883
- LUMO (spin up / spin down): 2.2 / 2.2 eV

=====

This record from the OMol25 dataset describes a 16-piece molecular cluster, C33H78Cl13NO26 overall at a distorted geometry. The level of theory is wB97M-V/def2-TZVPD.

The geometry in ORCA input format:
```
! wB97M-V def2-TZVPD RIJCOSX def2/J DEFGRID3
* xyz -2 1
C -6.995 22.059 10.279
C -5.771 21.111 10.177
C -4.496 21.780 10.491
C -3.288 20.819 10.348
N -1.871 21.456 10.334
C -0.808 20.351 10.162
C 0.454 20.986 10.714
C -0.003 21.810 11.940
C -1.483 22.108 11.695
C -1.686 22.520 9.183
H -7.180 22.507 11.256
H -7.966 21.592 10.111
H -6.901 22.918 9.616
H -5.730 20.687 9.174
H -6.067 20.424 10.970
H -4.515 22.179 11.505
H -4.335 22.676 9.891
H -3.280 20.345 9.366
H -3.301 20.039 11.109
H -0.740 20.048 9.117
H -1.070 19.530 10.829
H 0.966 21.647 10.014
H 1.195 20.261 11.052
H 0.524 22.761 12.017
H 0.147 21.285 12.883
H -1.676 23.179 11.631
H -2.060 21.646 12.496
H -0.771 23.101 9.294
H -2.552 23.180 9.123
H -1.453 21.999 8.255
O 2.507 15.294 7.813
C 3.805 15.279 7.973
O 4.455 16.320 8.267
O 4.241 14.115 7.896
H 2.508 14.351 7.636
O 5.083 26.231 11.088
C 5.529 25.123 10.420
O 5.533 25.174 9.186
O 5.928 24.082 11.030
H 4.882 26.890 10.420
Cl -3.686 28.238 12.170
O -4.438 29.496 12.303
O -2.315 28.373 12.569
O -4.390 27.210 12.935
O -3.843 27.871 10.818
C 1.261 16.446 16.029
Cl 2.661 17.136 15.189
Cl 0.557 15.028 15.106
Cl 1.829 15.825 17.628
Cl 0.013 17.683 16.215
C -7.079 21.105 16.550
Cl -5.717 22.075 16.013
Cl -8.563 21.871 16.048
Cl -6.924 19.527 15.794
Cl -7.157 20.978 18.351
C 4.922 27.364 4.490
C 4.049 26.076 4.262
O 3.262 26.048 5.448
O 5.878 27.317 5.525
H 4.319 28.260 4.634
H 5.494 27.540 3.579
H 4.522 25.106 4.112
H 3.427 26.284 3.392
H 3.883 25.826 6.145
H 5.534 26.767 6.232
C -10.466 29.033 12.497
C -9.734 28.307 11.331
O -10.694 27.680 10.420
O -11.021 30.227 12.082
H -9.757 29.408 13.235
H -11.190 28.380 12.984
H -9.087 27.525 11.727
H -9.114 29.034 10.807
H -10.461 27.895 9.513
H -11.780 29.960 11.558
C 8.791 21.726 6.600
C 10.120 21.705 7.410
O 10.284 20.612 8.344
O 7.828 21.204 7.380
H 8.765 21.085 5.720
H 8.615 22.734 6.225
H 10.265 22.644 7.945
H 10.967 21.639 6.727
H 11.164 20.705 8.715
H 7.340 21.932 7.771
C -11.938 23.429 5.032
C -10.818 23.867 4.089
O -9.651 24.246 4.816
O -12.391 24.435 5.958
H -11.584 22.566 5.595
H -12.771 23.111 4.404
H -11.224 24.685 3.495
H -10.521 23.130 3.342
H -9.850 25.143 5.095
H -11.776 24.764 6.618
C 6.967 26.231 16.235
C 6.971 24.688 16.154
O 5.764 24.198 15.442
O 7.166 26.662 14.953
H 7.843 26.679 16.705
H 6.013 26.610 16.600
H 6.844 24.183 17.111
H 7.862 24.375 15.611
H 5.981 24.096 14.513
H 6.435 26.316 14.436
C 8.499 19.127 13.789
C 9.983 19.453 13.936
O 10.707 18.628 13.081
O 8.099 19.486 12.448
H 7.921 19.712 14.504
H 8.254 18.089 14.013
H 10.392 19.467 14.946
H 10.101 20.493 13.632
H 11.442 18.216 13.543
H 7.721 20.366 12.518
C 0.463 26.123 16.945
C -0.963 26.417 17.521
O -1.065 26.283 18.943
O 0.697 24.817 17.108
H 1.118 26.754 17.546
H 0.555 26.376 15.889
H -1.727 25.780 17.074
H -1.229 27.444 17.272
H -1.996 26.321 19.175
H 1.571 24.596 16.778
C -4.071 26.637 4.749
C -4.401 25.233 4.014
O -4.695 24.309 5.014
O -5.119 27.048 5.614
H -3.866 27.330 3.933
H -3.121 26.494 5.264
H -3.454 24.912 3.581
H -5.163 25.239 3.235
H -5.597 24.476 5.297
H -5.023 26.542 6.424
Cl -0.390 10.760 11.414
C -0.047 11.495 9.852
C -1.266 12.215 9.317
Cl -1.704 13.762 10.176
H 0.441 10.824 9.145
H 0.717 12.243 10.066
H -2.167 11.601 9.308
H -1.000 12.418 8.280
Cl 2.195 21.497 1.099
C 3.294 20.257 1.747
C 3.160 20.083 3.262
Cl 1.422 20.116 3.684
H 4.304 20.626 1.567
H 3.036 19.351 1.198
H 3.611 20.943 3.757
H 3.682 19.180 3.578
*
```

- HOMO-LUMO gap: 4.9380 eV
- Energy: -9297.1413 Eh
- HOMO level: -0.11107 hartree
- LUMO: 1.9 eV